DFT (wB97M-V/def2-TZVPD) results for a cluster of 10 separate species, C48H123N7O17 in total in a non-equilibrium geometry.

XYZ file:
```
195
Properties=species:S:1:pos:R:3:forces:R:3:mulliken_charge:R:1
C 1.35059 4.24238 -5.09236 -0.24 -0.07 0.74 -0.728
O 1.70572 4.51210 -3.73452 -0.09 0.68 -1.12 -0.462
C 1.78767 3.47705 -2.81777 1.87 -1.33 0.54 1.563
C 2.15695 4.16634 -1.49927 -0.83 0.35 1.22 0.036
N 2.22084 3.28914 -0.29044 0.21 -0.52 -0.68 -0.242
C 3.40783 2.41228 -0.12367 0.05 0.57 1.22 0.815
C 4.75338 3.10324 -0.37423 -0.54 -0.64 -0.32 -1.374
O 5.01930 2.98064 -1.77451 0.91 1.09 0.07 0.084
C 6.33281 3.46312 -2.08390 0.20 0.43 0.39 -1.083
H 2.13853 3.82922 -5.72089 0.54 0.30 0.19 0.284
H 0.94572 5.17073 -5.48660 0.32 0.08 -0.16 0.319
H 0.55888 3.51923 -5.16373 -0.69 -0.51 0.25 0.203
H 2.58314 2.69680 -3.09860 -0.81 1.01 0.26 -0.388
H 0.86329 2.92496 -2.68012 -0.56 -0.07 -0.11 -0.477
H 1.30155 4.84811 -1.26143 0.80 -0.38 -0.38 -1.025
H 3.05066 4.80016 -1.58869 -0.08 -0.28 -0.33 0.526
H 2.14894 3.86757 0.53218 -0.05 0.23 0.04 0.387
H 3.28481 1.50985 -0.71704 0.25 0.05 -0.33 -0.669
H 3.46324 2.02002 0.93191 -0.54 0.53 -0.91 0.049
H 5.51653 2.51717 0.14822 0.18 0.18 0.18 0.646
H 4.76191 4.15704 0.03862 0.02 -0.83 -0.69 0.264
H 6.42274 4.60294 -2.11557 -0.31 -1.46 0.01 0.232
H 6.70988 3.01326 -3.00355 -0.57 0.26 -0.30 0.278
H 7.03165 3.06715 -1.33578 -0.01 0.32 0.22 0.440
C 4.42758 -2.94143 8.04062 0.09 -1.64 1.22 -0.870
O 3.15577 -2.36269 8.00061 0.25 0.59 -0.55 -0.247
C 3.21689 -0.94508 7.90938 -0.87 0.01 -0.16 -0.186
C 1.81163 -0.39823 8.18312 0.67 0.49 0.59 -1.218
N 0.94452 -0.18026 7.06655 -0.89 0.00 -0.97 -0.272
C 1.34600 0.60687 5.90303 -0.07 0.73 0.48 0.050
C 0.10836 1.04131 5.13238 -0.87 0.27 -0.87 -0.579
O 0.26675 2.21334 4.27995 0.10 -1.47 0.51 -0.511
C 0.50653 1.85398 2.91714 0.32 0.40 0.28 0.348
H 4.25417 -4.03473 8.10424 0.18 0.50 -0.11 0.263
H 4.96595 -2.67386 8.96697 -0.14 0.16 -0.19 0.367
H 5.10297 -2.77620 7.21295 -0.13 0.47 -0.63 0.329
H 3.53460 -0.60928 6.90993 0.17 -0.22 0.11 0.098
H 3.91576 -0.54949 8.63946 0.27 0.02 0.27 0.598
H 1.89383 0.54940 8.72102 0.26 0.23 -0.16 0.407
H 1.33881 -1.04014 8.93579 -0.10 -0.16 -0.42 0.424
H 0.56141 -1.02016 6.68736 -0.29 -0.78 0.29 0.362
H 2.04927 0.09853 5.25873 0.51 -0.02 -0.22 -0.212
H 1.74534 1.55437 6.24579 0.58 0.12 0.14 0.490
H -0.60238 1.32117 5.90488 -0.28 0.07 -0.06 0.427
H -0.34554 0.20729 4.52499 0.37 0.59 0.48 0.059
H -0.29849 1.21305 2.52560 0.36 0.01 0.07 -0.087
H 1.51363 1.39607 2.81255 -0.58 -0.03 -0.19 -0.141
H 0.48534 2.79045 2.34528 0.02 -0.26 0.10 0.095
C -2.25260 1.70922 -3.34603 0.63 1.24 -0.71 -0.685
O -3.30064 0.82529 -3.58072 0.17 -0.10 0.10 -0.488
C -2.80292 -0.34352 -4.15263 -0.62 -0.73 -0.52 0.502
C -3.92599 -1.39092 -4.22110 0.24 1.71 -0.14 -1.219
N -3.44170 -2.56575 -4.85022 1.00 -1.64 0.46 0.110
C -4.35403 -3.15053 -5.79941 -1.07 0.50 -1.32 -1.040
C -5.63359 -3.69943 -5.18625 -0.71 -0.87 -0.37 -0.035
O -6.36346 -4.47622 -6.16898 0.07 0.57 0.44 -0.359
C -7.51060 -5.12792 -5.64757 0.43 0.36 -0.74 -0.835
H -1.55674 1.38698 -2.58773 0.22 -0.50 0.59 -0.005
H -2.70519 2.62877 -3.01466 -0.02 0.52 0.13 0.394
H -1.60367 1.93601 -4.24730 -0.86 -0.33 0.46 0.338
H -1.99728 -0.77984 -3.55152 0.24 0.06 0.15 -0.329
H -2.39399 -0.11028 -5.14772 -0.05 -0.26 0.00 0.547
H -4.77899 -1.00467 -4.78253 0.10 0.24 -0.05 0.688
H -4.27215 -1.49942 -3.20303 -0.31 -0.37 0.46 0.075
H -3.05308 -3.21205 -4.13343 -0.49 0.22 -1.10 0.051
H -3.97050 -3.94547 -6.44862 0.59 0.06 0.48 0.428
H -4.63124 -2.33976 -6.53494 0.23 -0.66 0.69 0.356
H -6.27544 -2.89408 -4.79996 0.08 -0.19 0.10 0.267
H -5.36085 -4.39998 -4.39137 0.00 0.18 0.36 0.213
H -7.93353 -5.73938 -6.41040 -0.12 -0.36 -0.98 0.290
H -8.31277 -4.48827 -5.33428 -0.24 0.89 0.35 0.315
H -7.29227 -5.80938 -4.86767 0.59 -0.58 1.22 0.348
C 2.33705 -3.87060 -1.67157 0.79 0.43 0.48 -0.572
O 2.08066 -3.17076 -0.45689 -0.13 -0.74 0.25 0.123
C 1.86086 -4.14811 0.56587 0.28 0.06 -0.30 -1.135
C 1.40367 -3.51302 1.89837 0.09 -0.45 -1.39 -0.573
N 2.47187 -2.77114 2.53229 -0.06 -0.29 -0.25 0.251
C 2.08162 -2.23100 3.82119 1.00 0.29 0.83 0.324
C 1.50152 -3.22410 4.82322 0.51 -0.76 -0.11 -0.837
O 2.39760 -4.34698 4.97894 -0.63 0.88 -0.47 -0.384
C 1.99576 -5.12207 6.07177 -0.12 -0.52 0.86 -0.584
H 1.52504 -4.55556 -1.93769 -0.11 0.13 -0.04 0.308
H 3.26853 -4.44894 -1.58140 -0.16 -0.09 0.03 0.278
H 2.52726 -3.12715 -2.43038 -0.22 0.16 -0.36 0.000
H 2.78179 -4.77130 0.68452 -0.23 0.53 0.27 0.360
H 1.15542 -4.86738 0.12048 -0.43 0.11 0.70 0.432
H 0.97180 -4.30723 2.51234 0.14 -0.15 0.11 0.278
H 0.61435 -2.79604 1.69812 -0.35 0.06 -0.21 0.258
H 3.30507 -3.35701 2.58927 -0.26 0.18 0.36 0.391
H 1.37328 -1.39445 3.72938 -0.02 -0.26 -0.39 -0.573
H 3.00001 -1.75923 4.24342 -0.57 -0.40 -0.06 0.011
H 0.52960 -3.63899 4.49278 0.18 0.39 0.19 0.394
H 1.38966 -2.73374 5.79655 -0.10 0.01 -0.06 0.491
H 2.23470 -4.60710 7.00683 -0.34 0.26 0.08 0.087
H 2.62743 -6.01229 6.10653 -0.31 -0.16 -0.33 0.280
H 0.89955 -5.39269 6.08448 1.00 0.19 -0.27 0.274
C 0.36903 -2.94184 -4.89054 -0.10 -0.40 -0.39 -0.605
O 1.53177 -2.21331 -5.10285 1.08 0.80 -0.23 -0.526
C 1.42457 -0.91824 -4.51115 -0.61 -0.55 0.32 0.765
C 2.51893 -0.00510 -4.95499 0.93 1.03 -0.73 -0.809
N 3.82206 -0.49410 -4.50660 0.77 -1.19 -0.57 -0.319
C 4.37394 -0.17389 -3.19935 -1.29 0.09 0.29 0.818
C 5.67972 -0.85471 -2.90338 -0.51 0.59 0.65 -1.158
O 5.46176 -2.21531 -2.55746 0.79 -0.07 -0.39 -0.108
C 6.69442 -2.81180 -2.20087 0.87 0.74 -0.20 -0.940
H 0.25798 -3.17896 -3.84527 -0.26 -0.22 0.65 0.149
H 0.44841 -3.84747 -5.47520 0.06 -0.38 -0.01 0.394
H -0.51990 -2.42621 -5.24066 -0.30 0.28 0.00 0.315
H 1.55819 -0.99789 -3.42958 -0.41 -0.20 0.34 -0.177
H 0.39940 -0.63096 -4.74325 -0.04 0.88 0.13 0.271
H 2.40277 1.06000 -4.62129 -0.20 -1.01 0.16 -0.232
H 2.53514 0.10388 -6.06445 0.01 -0.38 0.56 0.358
H 3.89347 -1.50764 -4.66157 -0.20 0.61 -0.04 0.401
H 3.73733 -0.46193 -2.33606 -0.24 0.18 -0.22 -0.419
H 4.48560 0.90671 -3.16999 0.26 0.18 0.27 0.129
H 6.10527 -0.37468 -2.01930 0.10 0.25 0.15 0.262
H 6.36016 -0.66032 -3.71466 0.55 -0.59 -0.64 0.523
H 7.37684 -2.97187 -3.04050 -0.17 0.31 -0.45 0.324
H 6.55486 -3.79195 -1.81702 -0.59 -0.74 0.65 0.308
H 7.29049 -2.19970 -1.48241 -0.65 -0.25 -0.14 0.320
C -8.58573 -1.23403 4.21177 -0.86 0.27 -1.98 -0.795
O -7.30834 -0.82551 3.77458 -0.33 -0.65 0.33 -0.271
C -6.32095 -1.34326 4.61302 0.87 0.15 0.74 -0.680
C -5.08094 -0.50810 4.44713 0.06 0.76 -1.31 -0.586
N -4.60539 -0.64571 3.03250 -0.86 0.75 1.94 -0.388
C -3.74473 0.48263 2.71134 1.27 -1.16 -0.37 -0.588
C -3.39331 0.28808 1.28485 -0.24 0.73 -1.94 0.886
O -4.65553 0.36511 0.57309 0.93 -0.32 -0.21 -0.475
C -4.72442 -0.49380 -0.56491 -1.62 1.05 0.32 -0.695
H -8.81428 -0.94943 5.23492 -0.03 0.43 0.07 0.301
H -8.80196 -2.30062 4.11529 0.59 -0.34 0.10 0.320
H -9.23299 -0.79170 3.42650 -0.18 0.09 1.02 0.242
H -6.10852 -2.41046 4.47767 -0.08 -0.02 -0.53 0.316
H -6.64419 -1.26474 5.63881 -0.25 0.15 0.71 0.522
H -4.29278 -0.82472 5.11707 0.17 -0.05 0.30 0.353
H -5.32829 0.58477 4.63460 0.16 -1.11 0.13 0.306
H -5.47136 -0.52161 2.50907 0.36 -0.06 -0.38 0.353
H -2.77440 0.38360 3.23531 -0.53 0.23 0.33 -0.201
H -4.15140 1.48167 2.83956 -0.31 0.20 0.37 0.560
H -2.98998 -0.72245 1.10659 0.15 0.37 0.23 -0.109
H -2.68464 1.08050 0.89643 -0.55 -0.87 0.31 -0.315
H -4.52446 -1.52961 -0.31515 0.18 -0.22 0.16 0.368
H -4.09495 -0.15079 -1.38666 0.11 0.02 -0.04 0.048
H -5.80414 -0.40155 -0.84917 0.94 -0.28 -0.20 0.421
C -4.68958 3.58962 -0.65258 -0.83 0.66 -0.19 -0.550
O -3.57284 4.39270 -0.89573 0.22 0.37 0.17 -0.424
C -2.47105 3.93544 -0.11815 -0.79 0.95 -0.16 0.535
C -1.28679 4.75287 -0.48323 1.67 1.09 -0.03 -0.013
N -1.45027 6.20824 -0.22713 0.25 -0.43 -1.09 -0.389
C -0.27947 6.99111 -0.68598 0.01 -0.42 -0.06 -0.012
C -0.72804 8.43852 -0.70815 1.33 0.61 -0.24 -0.804
O -1.69412 8.70963 -1.70136 0.13 -0.62 0.16 -0.327
C -1.24799 8.78409 -3.03943 -1.09 0.92 0.73 -0.727
H -5.57435 4.06331 -1.09235 0.22 0.01 0.01 0.303
H -4.87037 3.46944 0.40641 -0.06 -0.07 0.51 0.360
H -4.58264 2.61748 -1.08545 0.17 -0.88 -0.32 0.007
H -2.32436 2.90529 -0.39679 0.42 -0.66 0.42 -0.453
H -2.68098 4.09728 0.96779 0.02 -0.44 -0.58 0.425
H -0.91300 4.61344 -1.51854 -0.58 -0.30 0.07 0.081
H -0.43889 4.40423 0.13775 -0.30 0.11 -0.02 -0.225
H -2.24565 6.56466 -0.78739 0.46 -0.51 0.49 0.388
H 0.18716 6.71915 -1.70387 -0.99 0.09 1.00 0.031
H 0.58022 6.86809 0.00971 -0.59 0.09 -0.09 0.227
H 0.19905 9.06499 -0.76956 -0.66 -0.05 -0.45 0.407
H -1.21070 8.73950 0.20856 -0.12 -0.27 0.46 0.334
H -2.14922 8.81853 -3.61186 -0.62 -0.10 -0.55 0.253
H -0.64499 8.00396 -3.42871 0.79 -0.99 0.09 0.287
H -0.79558 9.74112 -3.15606 0.89 0.76 -0.38 0.313
C 5.51384 -0.06736 2.54819 -0.85 -0.66 0.41 -1.128
C 4.79899 -0.64656 1.33245 0.14 0.78 0.14 0.335
O 3.41746 -0.37538 1.41104 0.28 0.92 -0.39 0.335
H 6.58234 -0.28077 2.53689 0.00 -0.01 0.13 0.415
H 5.01098 -0.50389 3.43728 0.62 0.29 -0.20 0.019
H 5.34450 1.01131 2.57310 0.09 -0.04 0.03 0.283
H 5.00622 -1.68872 1.14232 -0.02 -0.59 0.29 0.485
H 5.21515 -0.13573 0.47743 -0.06 0.29 -0.72 -0.366
H 2.93739 -1.17909 1.61874 -0.16 -0.88 0.24 -0.391
C -2.94981 -3.58093 -1.27468 1.00 -0.80 0.16 -0.836
C -1.72921 -4.47338 -1.55061 -0.75 -1.04 0.79 0.532
O -1.85379 -5.02039 -2.87074 -0.08 0.60 0.11 -0.602
H -2.98976 -3.26853 -0.20402 0.10 -0.02 -0.96 0.362
H -3.81618 -4.19891 -1.50681 -0.20 0.14 0.09 0.545
H -2.90151 -2.76706 -1.98085 -0.23 0.66 0.16 -0.318
H -1.80850 -5.32738 -0.84499 0.33 0.37 -0.10 0.355
H -0.75200 -3.99977 -1.40732 -0.20 0.27 -0.04 -0.372
H -1.05602 -5.52126 -3.04515 0.11 -0.13 -0.18 0.334
C -0.50964 -0.79569 -0.40907 0.27 0.55 1.33 0.373
C 0.45479 0.33633 -0.71648 0.29 -1.34 -0.61 0.897
O -0.01028 1.50491 -0.10874 0.50 0.87 0.01 1.817
H -0.22252 -1.71989 -0.89135 0.10 -0.23 -0.01 -0.021
H -1.48382 -0.48844 -0.69181 -1.15 0.09 -0.62 -0.471
H -0.59118 -0.91179 0.70435 0.33 -0.18 -0.82 -0.163
H 0.52043 0.43937 -1.82376 0.05 0.11 0.37 -0.408
H 1.42918 -0.04864 -0.36504 0.08 0.75 0.02 -0.500
H 0.67684 2.22664 -0.22102 -0.35 -0.71 0.17 -0.956
```
Forces are in eV/Å.

Output
SMILES string: COCCNCCOC.COCCNCCOC.COCCNCCOC.COCCNCCOC.COCCNCCOC.COCCNCCOC.COCCNCCOC.CCO.CCO.CCO
spin multiplicity: 1
max |F|: 2.35 eV/A
HOMO-LUMO gap: 8.9 eV
HOMO: -0.3082 Ha